No. 1
The following is a DFT calculation (ωB97M-V/def2-TZVPD) of a cluster of 2 separate species, C7H14 in total.

Each line ends with the Mulliken charge.
Element x y z (Å)
C1 0.90132 -1.11227 -0.15020  -0.39
C2 0.09434 0.13307 -0.68371  0.06
C3 -1.19583 -0.61852 -0.36064  0.22
C4 2.25237 1.04982 -0.17311  -0.84
C5 -2.33378 0.13332 0.26125  -1.58
C6 0.45487 1.26089 0.15829  -1.00
C7 -0.38287 -1.56400 0.52503  -0.94
H1 3.05991 0.14607 0.03924  0.30
H2 1.89828 2.41026 0.26540  0.20
H3 -2.01276 0.64691 1.17749  0.33
H4 1.09379 -1.77703 -1.06532  0.18
H5 0.35596 1.13094 1.23735  0.37
H6 -0.62581 -2.61227 0.48141  0.37
H7 1.75331 -0.93961 0.85648  0.29
H8 2.55745 1.26583 -1.14688  0.35
H9 -3.12356 -0.57174 0.51992  0.42
H10 -0.30774 2.14543 -0.06438  0.34
H11 -0.34057 -1.23684 1.57829  0.25
H12 -1.54357 -1.12913 -1.26059  0.40
H13 0.19709 0.38082 -1.75483  0.33
H14 -2.75218 0.85804 -0.44049  0.33

Computed properties:
**Frontier orbital gap**: 9.4 eV
**Charge**: 0
**E**: -274.8431 Ha
**Lowest unoccupied orbital energy**: 1.04 eV

No. 2
The following is a DFT calculation (ωB97M-V/def2-TZVPD) of a cluster of 2 separate species, C7H14 in total.

Each line ends with the Mulliken charge.
Element x y z (Å)
C1 2.88576 -0.44978 -0.78770  -1.24
C2 0.48140 -1.28553 -0.95274  -1.09
C3 1.41991 -0.11138 -0.85408  0.99
C4 0.97839 1.14619 -0.83153  -0.97
C5 -1.23359 -0.03299 1.87209  -0.87
C6 -2.97979 0.65702 0.20238  -0.68
C7 -2.03515 0.96320 1.08809  -0.04
H1 -3.52803 1.42457 -0.33748  0.26
H2 -1.52311 -1.05940 1.62326  0.26
H3 3.20254 -0.98802 -1.69036  0.30
H4 0.67533 -1.86418 -1.86524  0.39
H5 -3.24531 -0.37758 -0.00951  0.25
H6 -0.08448 1.37374 -0.87888  0.29
H7 -0.56470 -0.96309 -0.96180  0.17
H8 -1.37182 0.11160 2.95034  0.34
H9 3.50451 0.44696 -0.68788  0.33
H10 1.66505 1.98760 -0.76603  0.24
H11 -0.16420 0.08648 1.65837  0.17
H12 0.62547 -1.96979 -0.10582  0.30
H13 -1.80351 2.01376 1.27028  0.31
H14 3.09533 -1.10940 0.06425  0.29

Computed properties:
**Frontier orbital gap**: 10.3 eV
**Charge**: 0
**E**: -275.0641 Ha
**SMILES**: C=C(C)C.C=CC
**Lowest unoccupied orbital energy**: 1.07 eV

No. 3
The following is a DFT calculation (ωB97M-V/def2-TZVPD) of the molecule C7H14.

Each line ends with the Mulliken charge.
Element x y z (Å)
C1 1.55688 -0.20871 -0.31580  -1.02
C2 -2.06707 -1.02169 -0.03874  -0.34
C3 -0.88871 -0.45372 -0.25381  -0.17
C4 2.00102 1.58820 1.27954  -1.18
C5 -3.26250 -1.03023 -1.14703  -0.95
C6 0.37931 -0.82405 0.45809  -0.31
C7 1.55360 1.25162 -0.12210  -0.22
H1 2.84953 0.92660 1.49671  0.26
H2 0.25880 -0.37547 1.47805  0.20
H3 -2.00290 -1.82962 0.66843  0.33
H4 2.43675 2.56571 1.40826  0.40
H5 -0.78692 0.45442 -0.87863  0.23
H6 2.47077 -0.48418 0.07932  0.40
H7 0.27032 -1.97773 0.38165  0.36
H8 0.63349 1.74814 -0.42014  0.21
H9 1.06859 1.48124 1.83979  0.28
H10 1.62021 -0.66568 -1.24905  0.39
H11 -3.94722 -0.07663 -1.04950  0.23
H12 2.31938 1.95868 -0.63022  0.28
H13 -3.76829 -1.97979 -0.91668  0.31
H14 -2.69504 -1.04710 -2.06814  0.31

Computed properties:
**Frontier orbital gap**: 10.2 eV
**Charge**: 0
**E**: -275.0125 Ha
**SMILES**: C/C=C/CCCC
**Lowest unoccupied orbital energy**: 1.16 eV

No. 4
The following is a DFT calculation (ωB97M-V/def2-TZVPD) of the molecule C7H14.

Each line ends with the Mulliken charge.
Element x y z (Å)
C1 -1.60824 -1.42764 -0.24183  -0.51
C2 0.98820 1.30507 0.01794  0.61
C3 -1.39759 -2.61748 0.66822  -1.14
C4 0.01953 2.46645 0.00815  -1.30
C5 2.29831 1.51095 -0.13025  -1.14
C6 0.48454 -0.06748 0.32937  -0.84
C7 -0.31842 -0.80191 -0.75851  -0.39
H1 -0.86290 -2.38096 1.59428  0.30
H2 -2.24932 -0.64594 0.17362  0.30
H3 -0.79413 -3.36411 0.15585  0.30
H4 -0.65570 0.03533 -1.39120  0.28
H5 0.19949 -1.56255 -1.33924  0.36
H6 -0.89737 2.09449 0.48300  0.30
H7 -2.15221 -1.76111 -1.13685  0.33
H8 1.27401 -0.77409 0.65110  0.35
H9 2.66022 2.52538 -0.26711  0.31
H10 0.36207 3.15798 0.78670  0.41
H11 3.03300 0.72135 -0.06844  0.30
H12 -0.06326 -0.10574 1.27742  0.47
H13 -2.34426 -3.07246 0.95494  0.36
H14 -0.15637 2.99141 -0.91616  0.32

Computed properties:
**Frontier orbital gap**: 10.3 eV
**Charge**: 0
**E**: -275.0733 Ha
**SMILES**: C=C(C)CCCC
**Lowest unoccupied orbital energy**: 1.08 eV

No. 5
The following is a DFT calculation (ωB97M-V/def2-TZVPD) of a cluster of 3 separate species, C7H14 in total.

Each line ends with the Mulliken charge.
Element x y z (Å)
C1 -0.38491 0.07410 2.98163  -0.47
C2 0.90247 0.10399 -1.92812  0.25
C3 -0.19971 0.73780 -2.72690  -1.05
C4 -0.44897 1.49100 0.71042  -0.84
C5 1.14629 -1.20314 -1.90556  -0.99
C6 -1.28740 -0.69007 2.00961  -0.45
C7 -0.60783 0.54573 1.61362  0.40
H1 -0.90939 -1.63719 1.63093  0.22
H2 -2.36339 -0.66356 2.16084  0.23
H3 0.18327 2.35768 0.88767  0.26
H4 1.99906 -1.61738 -1.37559  0.42
H5 0.50390 -1.90947 -2.42737  0.23
H6 1.55578 0.77639 -1.37097  0.32
H7 -0.68087 1.56469 -2.19578  0.29
H8 -0.96823 0.00431 -2.99086  0.29
H9 0.56705 -0.37918 3.25301  0.19
H10 0.20607 1.15614 -3.65527  0.31
H11 -0.95795 1.42806 -0.24519  0.21
H12 1.18471 -1.42006 0.54423  -0.30
H13 1.41676 -1.35843 1.24757  0.26
H14 -0.85670 0.63859 3.78208  0.24

Computed properties:
**Frontier orbital gap**: 10.6 eV
**Charge**: 0
**E**: -274.9690 Ha
**SMILES**: C=C1CC1.[H][H].C=CC
**Lowest unoccupied orbital energy**: 1.21 eV

No. 6
The following is a DFT calculation (ωB97M-V/def2-TZVPD) of the molecule C7H14.

Each line ends with the Mulliken charge.
Element x y z (Å)
C1 -1.42636 0.66260 -2.11650  -0.75
C2 1.37402 -1.36427 0.14396  -1.53
C3 0.41815 0.98629 -0.14579  -0.93
C4 0.97108 0.05094 2.21420  -1.57
C5 -0.99477 0.96923 -0.72613  0.16
C6 -1.73733 -0.30824 -0.94504  -0.69
C7 0.55164 -0.24266 0.77648  0.82
H1 -0.72066 0.20048 -2.80207  0.25
H2 -0.48494 -0.62952 0.81196  0.17
H3 0.45160 0.93422 2.60547  0.41
H4 -2.68899 -0.47612 -0.44056  0.28
H5 2.04918 0.22017 2.31817  0.33
H6 0.70431 -0.80090 2.85057  0.37
H7 1.17061 1.00434 -0.94622  0.34
H8 2.44523 -1.13276 0.08607  0.41
H9 -2.07785 1.38236 -2.61877  0.26
H10 -1.65567 1.70887 -0.27693  0.35
H11 1.25581 -2.28467 0.72663  0.37
H12 -1.17380 -1.23469 -1.05398  0.24
H13 1.02786 -1.56712 -0.87759  0.35
H14 0.54089 1.92146 0.41607  0.35

Computed properties:
**Frontier orbital gap**: 11.3 eV
**Charge**: 0
**E**: -275.0614 Ha
**SMILES**: CC(C)CC1CC1
**Lowest unoccupied orbital energy**: 1.16 eV

No. 7
The following is a DFT calculation (ωB97M-V/def2-TZVPD) of a structure of composition C7H14As2Cl14F12NiO8P2Y2.

Each line ends with the Löwdin spin population.
Element x y z (Å)
Y1 -1.08861 -1.54272 -2.50143  0.00
Y2 3.96391 -1.54650 -0.36839  -0.01
As1 0.65320 0.56841 0.42428  0.00
As2 1.86101 -4.24986 -2.30914  0.00
Ni1 2.38841 0.79518 -2.69001  1.57
Cl1 -3.30282 -0.25644 -1.29442  0.00
Cl2 0.73277 0.11002 5.28401  0.00
Cl3 1.21165 4.17501 4.52221  0.00
Cl4 0.08319 3.53469 -4.76428  0.00
Cl5 -3.38691 0.68083 2.05723  0.00
Cl6 -1.20124 5.47074 0.64246  0.00
Cl7 0.13489 -3.09656 0.99823  0.00
Cl8 -0.74841 3.45395 -2.01937  0.00
Cl9 -1.52313 -3.79893 3.37838  0.00
Cl10 -3.42809 4.21646 2.04336  0.00
Cl11 -1.36005 2.67905 4.37518  0.00
Cl12 -3.67387 0.07089 4.92424  0.00
Cl13 3.19281 0.86418 3.90996  0.00
Cl14 -5.89755 -1.40513 -2.05849  0.00
P1 4.71063 -0.48337 -2.76378  0.00
P2 0.20023 -0.06594 -4.31127  -0.09
F1 0.22974 -0.29133 1.90042  0.00
F2 1.94650 -0.74969 0.13763  0.00
F3 -0.41091 -0.50844 -0.56430  0.00
F4 2.51608 -3.25579 -3.54964  0.00
F5 -0.59925 1.72447 0.80378  0.00
F6 0.67116 -4.93266 -3.37988  0.00
F7 3.00979 -3.46968 -1.12916  0.00
F8 3.02893 -5.46253 -2.68184  0.00
F9 1.23676 -5.18917 -0.99040  0.00
F10 0.66930 -2.89880 -1.90943  0.00
F11 1.19198 1.39996 -1.02669  0.00
F12 1.88438 1.48644 1.27622  0.00
O1 0.86807 -0.50535 -2.91093  0.18
O2 1.55241 0.64114 -4.44984  0.00
O3 -1.05295 0.35072 -3.45126  -0.04
O4 3.25722 -1.00811 -2.33835  0.16
O5 0.29646 -1.59932 -4.35172  0.16
O6 5.26568 -1.77990 -2.13659  0.02
O7 4.12746 -0.37739 -4.17270  0.01
O8 4.04832 0.41639 -1.60488  0.04
C1 -2.65463 -0.14034 3.48106  0.00
C2 0.06378 -3.84244 2.60436  0.00
C3 -2.58311 4.36874 0.49511  0.00
C4 2.23867 -0.48651 4.51497  0.00
C5 -1.31933 3.51381 -3.68416  0.00
C6 -4.99497 -0.54970 -0.78699  0.00
C7 0.06701 3.29244 3.52635  0.00
H1 1.90590 -1.03357 3.64005  0.00
H2 0.77085 -3.28322 3.21028  0.00
H3 -0.36144 3.99052 2.81512  0.00
H4 -1.87023 4.43135 -3.87467  0.00
H5 -3.25196 4.67735 -0.30017  0.00
H6 2.75756 -1.06124 5.27125  0.00
H7 -5.49359 0.40689 -0.69664  0.00
H8 -4.98473 -1.15181 0.11189  0.00
H9 -2.16027 3.39679 0.25398  0.00
H10 -1.64872 0.23197 3.63040  0.00
H11 0.51910 2.44999 3.01307  0.00
H12 0.38750 -4.87775 2.58505  0.00
H13 -2.69448 -1.19868 3.26601  0.00
H14 -1.95204 2.70048 -4.02570  0.00

Computed properties:
**Frontier orbital gap (spin up / spin down)**: 5.2 / 4.9 eV
**Charge**: 0
**E**: -15257.5644 Ha
**Spin multiplicity**: 3
**Lowest unoccupied orbital energy (spin up / spin down)**: -1.83 / -1.76 eV

No. 8
The following is a DFT calculation (ωB97M-V/def2-TZVPD) of a structure of composition C7H14BNO.

Each line ends with the Mulliken charge.
Element x y z (Å)
O1 -1.07116 -0.67798 0.08816  -0.59
N1 1.76097 -0.90571 -0.12472  0.11
C1 1.25080 1.44580 0.10345  -0.42
C2 3.07744 -0.10651 -0.05331  -0.45
C3 -2.29717 1.21137 -1.08166  -1.31
C4 -1.95407 0.35773 0.26141  0.79
C5 2.62437 1.29085 0.16479  -0.59
C6 -3.22902 -0.23664 0.88954  -1.49
C7 1.67848 -2.28630 -0.22788  -0.98
B1 0.74547 0.01394 -0.17455  0.23
H1 -1.47438 1.03295 1.09882  0.12
H2 3.32501 2.09596 -0.01340  0.35
H3 -2.39893 0.64725 -1.96744  0.31
H4 2.01748 -2.75202 -1.15713  0.25
H5 0.82403 2.32634 0.46135  0.50
H6 -3.65581 -1.10139 0.27110  0.29
H7 2.26072 -2.53005 0.64697  0.39
H8 3.81037 -0.30546 -0.89810  0.33
H9 -3.31418 1.61839 -0.86784  0.39
H10 0.74846 -2.60781 0.12736  0.37
H11 3.76470 -0.31848 0.84418  0.29
H12 -1.51780 1.96048 -1.10403  0.31
H13 -2.96455 -0.63967 1.86261  0.35
H14 -4.01124 0.46694 0.85031  0.43

Computed properties:
**Frontier orbital gap**: 9.1 eV
**Charge**: 0
**E**: -429.8832 Ha
**Lowest unoccupied orbital energy**: 0.43 eV

No. 9
The following is a DFT calculation (ωB97M-V/def2-TZVPD) of a structure of composition C7H14BeF6IN4PS.

Each line ends with the Löwdin spin population.
Element x y z (Å)
I1 -2.82296 -0.34042 -2.59540  0.02
S1 -1.96141 -1.39898 2.39812  0.86
P1 0.28534 -3.72940 -0.88728  0.00
F1 0.96949 -2.71404 -1.93830  0.00
F2 -0.96986 -3.87616 -1.86173  0.00
F3 -0.45301 -4.61189 0.21658  0.00
F4 -0.50209 -2.33801 -0.19850  0.00
F5 1.03582 -4.98912 -1.50629  0.00
F6 1.48567 -3.43129 0.14099  0.00
N1 -0.12939 2.68025 0.48006  0.00
N2 -0.26388 0.25505 0.32752  0.00
N3 1.63491 1.31340 1.43586  0.00
N4 1.40215 1.47656 -0.97037  0.00
C1 2.33406 1.35976 0.14987  0.00
C2 0.50232 0.32517 -0.94557  0.00
C3 0.72646 0.17161 1.43321  0.02
C4 0.83942 2.53363 1.56919  0.00
C5 -2.98931 -0.91494 -0.49760  0.03
C6 -1.01612 1.52087 0.48614  0.00
C7 0.60738 2.69065 -0.78773  0.00
Be1 -1.45858 -1.21221 0.40150  0.04
H1 -0.19824 0.40036 -1.77472  0.00
H2 1.27125 3.55874 -0.80499  0.00
H3 -1.56165 1.47277 1.42982  0.00
H4 0.30207 2.50634 2.51944  0.00
H5 1.08392 -0.58807 -1.06064  0.00
H6 -3.60691 -1.81237 -0.55801  0.00
H7 -3.63231 -0.13467 -0.08842  0.00
H8 3.01108 2.21803 0.14313  0.00
H9 0.18195 0.13801 2.37650  0.02
H10 -1.72756 1.60817 -0.33625  0.00
H11 1.50964 3.39679 1.56284  0.00
H12 -0.10623 2.77171 -1.61025  0.00
H13 1.29822 -0.75153 1.32020  0.00
H14 2.91839 0.44524 0.03107  0.00

Computed properties:
**Frontier orbital gap (spin up / spin down)**: 8.0 / 6.8 eV
**Charge**: -1
**E**: -2145.7094 Ha
**Spin multiplicity**: 2
**Lowest unoccupied orbital energy (spin up / spin down)**: 2.62 / 1.69 eV

No. 10
The following is a DFT calculation (ωB97M-V/def2-TZVPD) of a cluster of 7 separate species, C7H14Cl14 in total.

Each line ends with the Mulliken charge.
Element x y z (Å)
Cl1 -4.37481 1.58642 2.10583  -0.13
Cl2 -0.82538 0.76262 -6.83900  -0.15
Cl3 -2.26044 3.42594 2.93534  -0.16
Cl4 4.95162 -1.91514 -2.29513  -0.16
Cl5 3.41787 2.04217 2.71753  -0.15
Cl6 -2.97849 -2.62030 4.61426  -0.15
Cl7 0.97445 -3.32094 -0.74856  -0.17
Cl8 0.07692 0.47975 -4.04305  -0.09
Cl9 0.64592 1.16961 -0.33426  -0.06
Cl10 4.57378 0.85830 -1.27514  -0.13
Cl11 -1.46199 -0.43099 0.95705  -0.14
Cl12 2.88193 -1.89612 1.04442  -0.09
Cl13 -4.35828 -2.39618 1.96762  -0.14
Cl14 2.11967 4.56135 3.28872  -0.17
C1 -1.24200 0.94696 -5.14238  -0.36
C2 3.94562 -0.41791 -2.32432  0.09
C3 -3.08857 -3.21656 2.91753  0.17
C4 2.10753 3.13462 2.27819  -0.05
C5 1.68129 -3.20030 0.89728  -0.09
C6 -0.59859 -0.07304 -0.58180  -0.09
C7 -3.07227 2.63297 1.60615  0.36
H1 -2.10669 0.34227 -4.86055  0.30
H2 -2.12163 -2.98368 2.44583  -0.20
H3 -2.34084 2.08283 1.05303  -0.36
H4 -1.47499 2.04620 -5.00496  0.30
H5 -3.47012 3.38316 0.89705  0.28
H6 -3.31786 -4.28531 2.93862  0.32
H7 -0.09236 -0.96516 -0.89437  -0.06
H8 2.10538 -4.17149 1.11597  0.35
H9 0.81259 -3.01670 1.54548  0.01
H10 3.95603 -0.07086 -3.35890  0.32
H11 1.18493 2.58441 2.36679  0.14
H12 2.13603 3.39296 1.23827  0.22
H13 2.96884 -0.72215 -1.92882  -0.13
H14 -1.35508 0.27027 -1.29972  0.37

Computed properties:
**Frontier orbital gap**: 10.9 eV
**Charge**: 0
**E**: -6717.7741 Ha
**SMILES**: ClCCl.ClCCl.ClCCl.ClCCl.ClCCl.ClCCl.ClCCl
**Lowest unoccupied orbital energy**: 0.13 eV

E of number 6 (C7H14)?
-275.0614 Ha